(1)
The following is a DFT calculation (ωB97M-V with the def2-TZVPD basis set) of a cluster of 3 separate species, C5H14N2 in total at a distorted geometry.

Properties
* HOMO energy: -0.2280 Ha
* orbital gap: 7.21 eV
* spin multiplicity: 1
* electronic energy: -308.24805 Eh
* charge: 0
* energy relative to the best compared isomer or geometry (same formula, charge and spin): 109.82 kcal per mole

Element x y z (Å)
C: 0.254 -0.424 0.450
C: -1.442 0.561 -1.298
C: 0.544 0.353 -0.707
C: 0.165 -1.924 0.344
C: 2.407 -0.022 0.591
N: -0.418 0.146 1.490
N: -1.975 1.582 -0.400
H: -0.739 1.106 1.318
H: -1.148 -0.415 1.913
H: -2.983 1.703 -0.483
H: -1.564 2.488 -0.606
H: -2.011 -0.365 -1.209
H: -1.399 0.872 -2.346
H: 0.989 -0.139 -1.557
H: 0.671 1.422 -0.599
H: 0.829 -2.300 -0.433
H: 0.434 -2.391 1.295
H: -0.860 -2.220 0.100
H: 2.810 -1.036 0.562
H: 2.416 0.373 1.607
H: 3.020 0.630 -0.033


(2)
The following is a DFT calculation (ωB97M-V with the def2-TZVPD basis set) of a cluster of 2 separate species, C12H17F7N2O9P2S in total at a distorted geometry.

Properties
* HOMO energy: -0.3483 Ha
* orbital gap: 8.10 eV
* spin multiplicity: 1
* electronic energy: -3033.89438 Eh
* charge: 0
* SMILES: N=P(O)(O)O[P@](=O)(OCCCCS(=O)(=O)O)OC(F)(F)C(F)(F)C(F)(F)F.c1ccncc1

Element x y z (Å)
N: 2.792 -1.707 0.277
P: 1.590 -0.627 -0.068
O: 2.140 0.295 -1.471
O: 1.388 0.356 1.364
O: 0.178 -1.556 -0.500
P: -1.209 -0.511 -0.790
O: -1.750 -0.844 -2.250
O: -0.823 1.191 -0.780
C: -1.644 1.958 -1.727
C: -3.258 1.898 -1.470
C: -3.808 2.808 -0.224
C: -2.698 3.173 0.923
S: -3.484 3.933 2.479
O: -2.559 3.473 3.670
O: -4.938 3.465 2.731
O: -3.347 5.660 2.393
O: -2.370 -0.773 0.485
C: -3.110 -2.033 0.318
F: -2.378 -3.104 -0.395
F: -4.430 -1.681 -0.294
C: -3.474 -2.548 1.867
F: -4.063 -1.339 2.555
F: -4.512 -3.608 1.898
C: -2.150 -2.961 2.742
F: -1.215 -1.848 3.031
F: -2.649 -3.441 4.081
F: -1.384 -4.123 2.177
H: 3.129 -1.533 1.270
H: 3.137 0.246 -1.388
H: 0.437 0.369 1.676
H: -1.313 3.095 -1.612
H: -1.387 1.684 -2.860
H: -3.709 0.824 -1.343
H: -3.767 2.344 -2.454
H: -4.293 3.792 -0.691
H: -4.732 2.211 0.241
H: -1.894 3.891 0.465
H: -2.152 2.193 1.263
H: -2.476 5.853 2.891
C: 6.799 -2.989 -2.136
C: 7.607 -1.964 -2.617
C: 7.291 -0.661 -2.268
N: 6.240 -0.326 -1.488
C: 5.473 -1.342 -1.037
C: 5.710 -2.676 -1.329
H: 7.016 -4.023 -2.388
H: 8.462 -2.174 -3.249
H: 7.893 0.174 -2.616
H: 4.633 -1.047 -0.414
H: 5.062 -3.452 -0.938


(3)
The following is a DFT calculation (ωB97M-V with the def2-TZVPD basis set) of a structure of composition C16H54F3O15PtS at a distorted geometry.

Properties
* HOMO energy (alpha / beta): -0.4193 / -0.4193 Ha
* orbital gap (alpha / beta): 5.48 / 3.92 eV
* spin multiplicity: 3
* electronic energy: -2587.22093 Eh
* charge: +1
* energy relative to the best compared isomer or geometry (same formula, charge and spin): 34.96 kcal per mole
* <S²>: 2.0030

Element x y z (Å)
Pt: 7.084 -5.562 -5.475
C: 3.557 -8.190 -3.561
F: 3.531 -9.003 -2.543
F: 4.270 -8.689 -4.618
F: 2.386 -7.942 -4.017
S: 4.346 -6.434 -3.156
O: 3.257 -5.386 -3.131
O: 5.121 -6.558 -1.902
O: 5.298 -6.188 -4.223
O: 1.807 -3.184 -3.532
H: 2.155 -3.985 -3.139
H: 1.649 -3.414 -4.447
O: 7.332 -7.797 -5.168
H: 7.078 -8.351 -5.906
H: 7.523 -8.412 -4.460
O: 6.735 -3.863 -4.066
H: 7.351 -3.283 -3.619
H: 5.906 -3.384 -4.058
O: 6.111 -4.645 -0.547
H: 5.770 -3.790 -0.813
H: 5.727 -5.260 -1.171
O: 4.649 -2.537 -3.679
H: 3.765 -2.832 -3.894
H: 4.538 -1.993 -2.899
O: 7.240 -7.674 -0.618
H: 6.870 -7.384 0.215
H: 6.571 -7.455 -1.267
O: 5.568 -6.360 -6.947
H: 5.394 -7.261 -7.220
H: 5.281 -5.826 -7.688
C: 3.791 -11.986 -4.845
C: 2.999 -11.921 -3.540
C: 2.035 -13.038 -3.069
O: 3.911 -11.832 -2.522
H: 3.206 -12.326 -5.700
H: 4.569 -12.744 -4.750
H: 4.319 -11.064 -5.085
H: 2.298 -11.087 -3.585
H: 1.306 -13.212 -3.860
H: 1.517 -12.828 -2.133
H: 2.657 -13.933 -3.053
H: 4.229 -12.721 -2.344
C: 1.061 -4.631 -0.184
C: 0.624 -6.048 -0.590
C: 1.672 -7.058 -0.333
O: -0.548 -6.456 0.056
H: 0.202 -3.973 -0.319
H: 1.893 -4.318 -0.814
H: 1.316 -4.719 0.872
H: 0.185 -6.018 -1.588
H: 1.359 -8.089 -0.497
H: 1.868 -7.087 0.739
H: 2.550 -7.048 -0.979
H: -0.287 -6.741 0.935
C: 3.427 -9.852 0.912
C: 2.306 -10.887 0.812
C: 2.762 -12.350 0.776
O: 1.321 -10.792 1.855
H: 4.174 -10.035 0.139
H: 3.871 -9.877 1.907
H: 3.195 -8.812 0.679
H: 1.830 -10.733 -0.157
H: 3.095 -12.611 1.780
H: 3.677 -12.582 0.232
H: 2.056 -13.117 0.455
H: 0.988 -11.666 2.072
C: -0.605 -11.009 -7.714
C: 0.750 -10.208 -7.779
C: 0.941 -9.448 -6.498
O: 1.848 -11.110 -7.980
H: -0.584 -11.829 -6.995
H: -0.703 -11.523 -8.670
H: -1.556 -10.572 -7.408
H: 0.767 -9.598 -8.682
H: 0.887 -10.174 -5.686
H: 0.184 -8.667 -6.561
H: 1.878 -8.895 -6.561
H: 1.534 -11.999 -7.796
C: 2.084 -5.852 -6.768
C: 0.900 -5.030 -6.303
C: 0.325 -5.632 -5.064
O: 1.315 -3.714 -6.040
H: 1.794 -6.794 -7.234
H: 2.890 -6.020 -6.054
H: 2.567 -5.298 -7.574
H: 0.081 -4.970 -7.019
H: -0.590 -5.101 -4.801
H: 0.899 -5.485 -4.149
H: 0.298 -6.715 -5.188
H: 1.082 -3.116 -6.754


(4)
The following is a DFT calculation (ωB97M-V with the def2-TZVPD basis set) of a structure of composition C52H50Ge2P2PtSi at a distorted geometry.

Properties
* HOMO energy (alpha / beta): -0.3607 / -0.3738 Ha
* orbital gap (alpha / beta): 6.22 / 5.66 eV
* spin multiplicity: 2
* electronic energy: -7256.78483 Eh
* charge: +1
* energy relative to the best compared isomer or geometry (same formula, charge and spin): 7.81 kcal per mole
* <S²>: 0.7555

Element x y z (Å)
Pt: -0.144 0.271 0.072
C: -2.165 1.896 2.618
Si: -2.095 1.231 0.911
C: -3.410 -0.111 0.778
C: -4.772 0.194 0.868
C: -5.728 -0.807 0.750
C: -5.338 -2.128 0.551
C: -3.990 -2.454 0.492
C: -3.042 -1.445 0.624
P: -1.260 -1.745 0.727
C: -0.988 -1.970 2.531
C: -2.016 -1.842 3.461
C: -1.749 -1.961 4.821
C: -0.462 -2.226 5.258
C: 0.567 -2.367 4.333
C: 0.307 -2.230 2.981
C: -0.952 -3.350 -0.031
C: -1.084 -3.421 -1.420
C: -0.950 -4.636 -2.069
C: -0.672 -5.784 -1.335
C: -0.526 -5.713 0.043
C: -0.663 -4.497 0.702
C: -2.509 2.577 -0.316
C: -3.427 3.575 0.034
C: -3.789 4.562 -0.873
C: -3.212 4.580 -2.136
C: -2.283 3.613 -2.492
C: -1.932 2.613 -1.589
P: -0.733 1.290 -1.963
C: -1.658 0.028 -2.878
C: -3.010 -0.181 -2.608
C: -3.716 -1.159 -3.295
C: -3.077 -1.933 -4.255
C: -1.724 -1.745 -4.513
C: -1.011 -0.775 -3.820
C: 0.434 1.955 -3.172
C: 1.761 2.136 -2.807
C: 2.669 2.691 -3.703
C: 2.250 3.054 -4.973
C: 0.931 2.835 -5.362
C: 0.030 2.280 -4.471
H: -3.225 1.914 2.889
H: -1.749 2.903 2.699
H: -1.642 1.246 3.324
H: -5.098 1.223 0.991
H: -6.780 -0.556 0.804
H: -6.085 -2.906 0.455
H: -3.685 -3.486 0.364
H: -3.031 -1.651 3.133
H: -2.553 -1.849 5.538
H: -0.256 -2.320 6.317
H: 1.576 -2.568 4.670
H: 1.118 -2.322 2.266
H: -1.305 -2.526 -1.991
H: -1.063 -4.689 -3.145
H: -0.568 -6.736 -1.841
H: -0.308 -6.608 0.611
H: -0.559 -4.451 1.778
H: -3.867 3.587 1.026
H: -4.507 5.322 -0.591
H: -3.474 5.358 -2.842
H: -1.812 3.670 -3.464
H: -3.517 0.423 -1.866
H: -4.767 -1.311 -3.084
H: -3.634 -2.680 -4.805
H: -1.222 -2.352 -5.256
H: 0.045 -0.636 -4.022
H: 2.089 1.847 -1.823
H: 3.697 2.835 -3.399
H: 2.950 3.497 -5.670
H: 0.609 3.091 -6.364
H: -0.984 2.076 -4.798
C: 5.522 -1.336 0.642
Ge: 3.687 -1.375 0.019
C: 2.988 -3.145 0.423
C: 3.574 -1.108 -1.909
Ge: 2.241 0.407 0.869
C: 3.039 2.139 0.362
C: 2.278 3.306 0.480
C: 2.809 4.549 0.169
C: 4.124 4.652 -0.270
C: 4.896 3.508 -0.400
C: 4.354 2.261 -0.090
C: 2.150 0.574 2.815
C: 1.182 1.367 3.432
C: 1.155 1.515 4.814
C: 2.115 0.886 5.597
C: 3.096 0.111 4.996
C: 3.105 -0.054 3.616
H: 6.017 -2.191 0.175
H: 5.570 -1.460 1.723
H: 6.055 -0.428 0.370
H: 3.703 -3.879 0.046
H: 2.025 -3.319 -0.063
H: 2.878 -3.305 1.496
H: 3.998 -1.962 -2.441
H: 4.100 -0.204 -2.219
H: 2.524 -1.007 -2.194
H: 1.244 3.244 0.807
H: 2.198 5.439 0.263
H: 4.543 5.622 -0.509
H: 5.920 3.581 -0.744
H: 4.978 1.382 -0.205
H: 0.451 1.888 2.830
H: 0.392 2.126 5.280
H: 2.107 1.012 6.673
H: 3.856 -0.367 5.602
H: 3.874 -0.672 3.164


(5)
The following is a DFT calculation (ωB97M-V with the def2-TZVPD basis set) of a structure of composition C32H29BCrF2N4O3P at a distorted geometry.

Properties
* HOMO energy (alpha / beta): -0.2812 / -0.2785 Ha
* orbital gap (alpha / beta): 7.71 / 7.63 eV
* spin multiplicity: 4
* electronic energy: -3291.94183 Eh
* charge: 0
* energy relative to the best compared isomer or geometry (same formula, charge and spin): 9.04 kcal per mole
* <S²>: 3.8451

Element x y z (Å)
Cr: -1.704 -0.303 -0.282
C: -0.809 -3.155 3.293
C: -0.917 -2.779 1.816
O: -1.231 -1.593 1.543
N: -0.671 -3.693 0.898
C: -0.867 -3.447 -0.530
C: -2.276 -3.359 -0.969
C: -2.942 -4.417 -1.607
C: -4.259 -4.355 -1.901
C: -4.907 -3.190 -1.558
C: -4.214 -2.154 -0.953
N: -2.895 -2.226 -0.767
H: -1.603 -3.816 3.639
H: -0.915 -2.267 3.911
H: 0.168 -3.490 3.500
H: -0.517 -4.663 1.208
H: -0.303 -4.312 -0.967
H: -0.366 -2.482 -0.757
H: -2.350 -5.258 -1.801
H: -4.802 -5.174 -2.383
H: -5.934 -3.010 -1.825
H: -4.636 -1.120 -0.933
O: -3.213 0.095 1.013
N: -3.140 1.234 1.627
N: -2.065 1.816 1.414
O: -1.139 1.452 0.513
C: -1.980 3.090 2.044
C: -1.009 3.957 1.554
C: -1.004 5.237 2.090
C: -1.867 5.487 3.147
C: -2.662 4.485 3.718
C: -2.753 3.254 3.146
H: -0.423 3.498 0.753
H: -0.316 5.991 1.729
H: -1.814 6.481 3.638
H: -3.265 4.717 4.662
H: -3.243 2.452 3.621
C: 6.053 -1.893 0.099
C: 5.917 -0.487 -0.089
C: 4.625 0.106 -0.081
C: 3.499 -0.677 0.005
C: 3.671 -2.051 0.235
C: 4.875 -2.675 0.255
P: 1.692 -0.087 0.081
C: 1.912 1.773 -0.017
C: 2.516 2.299 1.160
C: 2.789 3.651 1.201
C: 2.495 4.411 0.095
C: 1.815 3.944 -1.021
C: 1.606 2.537 -1.104
C: 1.117 -0.458 -1.616
C: 1.974 -0.734 -2.678
C: 1.448 -0.895 -3.944
C: 0.102 -0.962 -4.174
C: -0.720 -0.807 -3.070
C: -0.278 -0.436 -1.822
H: 7.074 -2.286 0.206
H: 6.816 0.116 -0.207
H: 4.488 1.119 -0.115
H: 2.780 -2.573 0.551
H: 5.047 -3.733 0.467
H: 2.729 1.707 2.083
H: 3.189 4.070 2.076
H: 2.792 5.470 0.068
H: 1.752 4.662 -1.858
H: 1.208 2.106 -1.995
H: 3.040 -0.833 -2.524
H: 2.130 -1.045 -4.839
H: -0.272 -1.128 -5.182
H: -1.774 -0.914 -3.341
F: -2.868 2.225 -1.510
B: -2.824 0.910 -1.767
F: -3.572 0.581 -2.870


(6)
The following is a DFT calculation (ωB97M-V with the def2-TZVPD basis set) of a cluster of 3 separate species, C6H16BNO12PS2 in total at a distorted geometry.

Properties
* HOMO energy: -0.1543 Ha
* orbital gap: 6.33 eV
* spin multiplicity: 1
* electronic energy: -2358.54908 Eh
* charge: -1

Element x y z (Å)
N: -1.821 0.313 2.553
P: -0.927 -0.010 1.303
O: -1.649 0.597 -0.081
O: 0.457 0.891 1.365
B: -0.350 -1.937 0.953
O: 1.107 -1.976 1.212
C: 1.171 -2.017 2.617
C: -0.132 -2.736 3.085
O: -0.912 -2.874 1.917
H: -2.687 0.785 2.319
H: -1.098 1.323 -0.413
H: 1.107 0.460 0.786
H: -0.696 -2.204 -0.183
H: 2.095 -2.506 2.951
H: 1.151 -1.014 3.074
H: -0.666 -2.108 3.810
H: 0.062 -3.710 3.554
C: 6.397 -1.281 -1.390
C: 5.435 -0.258 -1.964
O: 4.314 -1.040 -2.378
S: 4.099 -2.277 -1.370
O: 3.133 -1.952 -0.393
O: 4.019 -3.455 -2.160
O: 5.557 -2.196 -0.690
H: 6.928 -1.817 -2.181
H: 7.112 -0.849 -0.694
H: 5.837 0.269 -2.825
H: 5.111 0.460 -1.208
C: -5.283 1.930 -1.111
C: -4.155 2.692 -0.452
O: -3.915 3.790 -1.361
S: -5.275 4.246 -2.037
O: -5.823 5.365 -1.350
O: -5.081 4.305 -3.444
O: -6.133 2.961 -1.654
H: -4.924 1.305 -1.929
H: -5.854 1.327 -0.412
H: -3.256 2.095 -0.334
H: -4.453 3.102 0.514